Density functional theory data (the ωB97M-V functional and the def2-TZVPD basis) for a 11-piece molecular cluster, C34H90Cl8N13O7P3 overall at a distorted geometry.

```
! wB97M-V def2-TZVPD RIJCOSX def2/J DEFGRID3
* xyz 0 1
C 4.06130 5.63976 -3.67142
N 3.69643 4.27448 -3.49734
C 3.41562 3.52501 -4.74845
P 3.25365 3.69936 -1.95301
O 3.90306 4.50474 -0.95454
N 1.59328 3.77004 -1.76298
C 0.64920 3.23846 -2.75224
C 1.03733 4.18132 -0.45702
N 3.61410 2.11207 -2.13348
C 4.96194 1.74193 -2.45701
C 2.95410 0.99655 -1.49127
H 4.13270 6.18195 -2.66495
H 3.44249 6.22052 -4.36796
H 5.10045 5.63665 -4.09420
H 4.27284 3.61230 -5.38304
H 2.55326 3.99007 -5.20389
H 3.19626 2.45440 -4.49601
H -0.24120 2.86012 -2.30840
H 0.45871 3.90803 -3.61538
H 1.17203 2.35360 -3.16934
H -0.08561 4.44090 -0.49629
H 1.06899 3.33278 0.21528
H 1.57869 5.05136 -0.05828
H 5.01063 0.74622 -2.89560
H 5.46582 2.37673 -3.11994
H 5.59289 1.76235 -1.52983
H 3.69606 0.40456 -0.86580
H 2.54627 0.32054 -2.20851
H 2.18250 1.45726 -0.86443
C -0.98146 0.57670 3.06362
N -1.68338 1.26140 4.09576
C -1.20153 0.91231 5.42126
P -2.13447 2.87668 3.88449
O -0.97346 3.83380 3.92313
N -2.90574 2.74643 2.38900
C -2.58739 3.59599 1.31967
C -4.01034 1.82979 2.14326
N -3.21778 3.43206 5.00040
C -4.37844 2.56431 5.36750
C -2.98768 4.55005 5.73982
H 0.08635 0.77035 3.20768
H -1.25625 0.86609 2.07259
H -1.15194 -0.49900 3.13436
H -1.74663 1.54927 6.15803
H -0.20922 1.19165 5.49653
H -1.33783 -0.12109 5.60144
H -1.73070 4.29396 1.48990
H -2.34931 2.95851 0.37260
H -3.42544 4.21836 0.98093
H -4.88016 2.45938 2.10458
H -3.68044 1.31073 1.25335
H -4.15647 1.16694 3.01699
H -4.72818 2.53719 6.39017
H -5.17885 2.94070 4.66334
H -4.17660 1.47928 5.13277
H -2.76090 4.47879 6.82089
H -3.85480 5.24822 5.65291
H -2.17099 5.06357 5.26814
C -1.36394 -1.05558 -5.95889
N -0.04505 -1.65910 -5.91031
C 0.30626 -2.62571 -6.98315
P 1.12492 -0.87858 -5.06632
O 0.48966 0.05621 -4.13194
N 2.12577 -2.01184 -4.42593
C 3.55997 -2.01832 -4.46006
C 1.59808 -2.94869 -3.40262
N 2.16916 0.01787 -6.13324
C 1.59391 1.31177 -6.68144
C 2.70031 -0.72993 -7.30646
H -2.14647 -1.79748 -6.02259
H -1.47260 -0.36466 -6.78221
H -1.54773 -0.39385 -5.05387
H 0.24809 -2.11735 -7.95428
H -0.36768 -3.46589 -6.94370
H 1.26723 -3.06562 -6.87638
H 3.89729 -2.97012 -4.93603
H 3.89914 -1.06005 -5.01130
H 3.95254 -2.08796 -3.46924
H 2.00135 -2.66064 -2.38973
H 0.55034 -2.77255 -3.29171
H 1.82184 -3.99508 -3.60805
H 1.05784 1.69810 -5.81908
H 2.34251 2.01511 -7.01383
H 0.79404 1.09030 -7.37852
H 2.91456 -1.72767 -6.96769
H 3.50467 -0.11564 -7.86655
H 1.94816 -0.72512 -8.15323
C 3.00804 4.96673 3.77747
N 3.14920 3.73935 3.04968
C 4.33977 3.46320 2.14765
C 2.24239 2.78840 3.19859
O 2.18962 1.67509 2.63286
H 1.91563 5.15930 4.04927
H 3.34679 5.84878 3.17352
H 3.67014 5.00416 4.68913
H 4.30183 2.39442 1.88892
H 4.33030 4.14017 1.24900
H 5.28148 3.70654 2.62515
H 1.49170 3.00853 3.96862
C -1.94646 -5.56620 2.40928
N -2.69098 -6.78949 2.51221
C -2.70581 -7.67445 1.32437
C -3.42444 -7.10180 3.56149
O -4.12655 -8.12753 3.62305
H -1.89819 -5.27781 1.38242
H -0.95368 -5.68998 2.76580
H -2.54504 -4.85007 2.98035
H -1.72801 -7.98093 0.97279
H -3.36410 -8.47421 1.67763
H -3.02246 -7.02210 0.52913
H -3.41802 -6.28096 4.23518
C 2.28692 -0.33296 5.60532
N 1.72325 -1.67367 5.31791
C 1.69879 -2.75700 6.29913
C 1.51041 -2.02311 3.98211
O 1.01576 -3.07139 3.63955
H 3.36545 -0.39306 5.81710
H 1.82955 0.06898 6.51301
H 2.09803 0.31236 4.72537
H 0.65315 -3.04244 6.51929
H 2.21310 -3.60253 5.88919
H 2.04624 -2.38052 7.22126
H 1.60647 -1.22407 3.24585
C -0.81215 -0.06047 -0.64039
N -0.81430 -1.27511 0.11113
C 0.53979 -1.73521 0.36873
C -1.93973 -2.06347 0.12753
O -3.04799 -1.74382 -0.29892
H -1.82220 0.15941 -1.05219
H -0.11519 -0.05071 -1.44819
H -0.44478 0.81021 -0.05560
H 1.04267 -1.98427 -0.54222
H 1.12785 -0.95168 0.96529
H 0.63958 -2.62363 1.07965
H -1.63740 -3.06689 0.56050
Cl -3.23440 -5.57862 -3.24479
C -3.15310 -4.14088 -2.17967
Cl -2.42426 -2.86557 -3.10595
H -4.13721 -3.76090 -1.97470
H -2.53174 -4.38195 -1.25689
Cl -7.25931 0.76936 0.98930
C -7.81624 0.10502 -0.58051
Cl -6.52418 -0.15121 -1.76729
H -8.26826 -0.87771 -0.32373
H -8.54364 0.81859 -1.06682
Cl 1.00653 -5.33170 -0.23972
C 1.87588 -4.99799 1.20012
Cl 3.12733 -3.77084 1.01238
H 1.17855 -4.70293 1.97906
H 2.45784 -5.81139 1.51472
Cl -4.19807 -1.94792 3.03307
C -5.16476 -2.58224 1.63244
Cl -5.16378 -4.37361 1.46506
H -6.18026 -2.25887 1.69501
H -4.69124 -2.34110 0.68354
*
```

Computed properties:
* total energy: -198469.715 eV
* frontier orbital gap: 8.6 eV
* LUMO energy: 0.0166 hartree
* structure (SMILES): CN(C)P(=O)(N(C)C)N(C)C.CN(C)P(=O)(N(C)C)N(C)C.CN(C)P(=O)(N(C)C)N(C)C.CN(C)C=O.CN(C)C=O.CN(C)C=O.CN(C)C=O.ClCCl.ClCCl.ClCCl.ClCCl